[1]
DFT (ωB97M-V with the def2-TZVPD basis set) results for a molecular structure, C29H33AlAs2BN2O14.

E_HOMO = -10.9 eV
Strongest force on any atom = 0.029 Eh/bohr
HOMO-LUMO gap = 6.94 eV
Total charge = +1
ΔE to the lowest compared entry with this formula, charge and spin = 9.99 kcal/mol
LUMO energy = -3.946 eV
Total energy = -191202.4898 eV

XYZ file:
```
82
Properties=species:S:1:pos:R:3:lowdin_charge:R:1
Al -0.235 -0.017 -0.650 0.359
O -2.314 -3.690 3.134 0.156
C -1.639 -2.776 3.799 -0.492
O -1.579 -2.740 4.997 0.134
C -0.910 -1.732 2.993 -0.005
C -0.190 -0.688 3.574 0.053
N 0.332 0.045 2.593 0.079
N 0.020 -0.450 1.394 0.043
C -0.742 -1.532 1.613 -0.096
C -1.220 -2.239 0.399 -0.444
O -1.929 -3.212 0.442 0.153
O -0.784 -1.656 -0.699 0.039
H -2.282 -3.624 2.152 0.087
H -0.056 -0.473 4.618 0.154
H 1.006 0.807 2.674 0.149
C -1.331 7.878 -2.851 -0.040
C -2.441 6.957 -3.377 -0.559
C -2.126 6.529 -4.819 -0.042
C -3.751 7.753 -3.402 -0.063
C -2.508 5.718 -2.496 -0.161
C -3.653 5.413 -1.754 -0.010
C -3.770 4.260 -0.996 0.035
C -2.696 3.395 -0.996 -0.192
O -2.560 2.165 -0.426 0.178
B -1.322 1.700 -0.770 -0.483
O -0.648 2.656 -1.539 0.103
C -1.525 3.702 -1.694 -0.175
C -1.412 4.852 -2.447 0.064
H -1.244 8.753 -3.491 0.087
H -0.372 7.370 -2.832 0.076
H -1.564 8.210 -1.841 0.091
H -2.116 7.399 -5.470 0.086
H -2.886 5.840 -5.182 0.093
H -1.157 6.044 -4.889 0.074
H -3.640 8.592 -4.086 0.088
H -3.991 8.154 -2.420 0.087
H -4.580 7.146 -3.756 0.088
H -4.495 6.082 -1.786 0.104
H -4.669 4.025 -0.450 0.126
H -0.505 5.036 -2.997 0.124
C 4.622 -2.031 2.348 -0.008
O 3.935 -0.827 2.654 0.031
C 3.616 0.090 1.772 -0.524
O 2.851 0.986 2.112 0.017
C 3.962 0.028 0.338 -0.237
C 5.133 -0.233 -0.247 -0.289
As 5.510 -0.746 -2.107 1.361
C 6.462 0.891 -2.658 -0.240
C 3.780 -0.321 -2.918 -0.264
C 2.705 0.277 -2.399 -0.262
As 2.355 0.758 -0.556 1.389
C 2.809 2.670 -0.623 -0.184
C 1.499 0.542 -3.200 -0.486
O 1.404 1.234 -4.164 0.203
O 0.376 -0.049 -2.613 -0.147
C -0.736 -0.158 -3.517 0.020
C 3.726 -0.872 -4.302 -0.525
O 2.718 -1.206 -4.865 0.150
O 4.966 -0.993 -4.774 -0.111
C 5.136 -1.528 -6.086 -0.005
C 6.421 -0.399 0.468 -0.588
O 7.312 -1.059 -0.019 0.077
O 6.516 0.299 1.587 -0.026
C 7.793 0.307 2.228 -0.006
H 5.662 -1.946 2.656 0.101
H 4.566 -2.286 1.289 0.104
H 4.144 -2.809 2.943 0.112
H 7.403 0.954 -2.112 0.034
H 5.862 1.782 -2.473 0.030
H 6.684 0.814 -3.721 0.029
H 3.796 2.818 -1.061 0.041
H 2.788 3.076 0.389 0.044
H 2.052 3.165 -1.232 0.035
H -1.557 -0.605 -2.952 0.109
H -0.447 -0.794 -4.357 0.128
H -1.014 0.830 -3.892 0.118
H 6.109 -2.011 -6.098 0.102
H 5.113 -0.716 -6.815 0.107
H 4.339 -2.236 -6.310 0.100
H 7.652 0.836 3.165 0.104
H 8.519 0.829 1.604 0.107
H 8.147 -0.709 2.404 0.103
```


[2]
DFT (ωB97M-V with the def2-TZVPD basis set) results for 5 unconnected molecules or ions with the total composition C2H17N2O4.

E_HOMO = -12.7 eV
Strongest force on any atom = 0.027 Eh/bohr
HOMO-LUMO gap = 10.03 eV
Total charge = +1
ΔE to the lowest compared entry with this formula, charge and spin = 2.03 kcal/mol
LUMO energy = -2.682 eV
Total energy = -13514.6093 eV

XYZ file:
```
25
Properties=species:S:1:pos:R:3:lowdin_charge:R:1
C -0.885 -1.144 0.294 -0.270
N -1.821 -2.013 -0.375 0.016
C -1.014 0.333 -0.085 -0.155
N 0.142 1.153 0.372 0.175
H 0.128 -1.453 0.081 0.085
H -1.140 -1.269 1.348 0.113
H -1.593 -2.138 -1.351 0.065
H -2.802 -1.797 -0.327 0.080
H -1.916 0.788 0.296 0.112
H -1.034 0.380 -1.161 0.125
H 0.266 1.899 -0.316 0.105
H -0.031 1.499 1.318 0.134
H 1.041 0.644 0.322 0.099
H -1.667 0.498 3.171 0.065
H -2.004 2.029 3.216 0.067
O -1.704 1.311 2.649 -0.039
H 2.850 -0.719 -0.362 0.056
H 2.777 -0.989 1.112 0.077
O 2.572 -0.300 0.467 -0.043
H 0.754 -2.727 -2.031 0.039
H 1.989 -3.444 -1.784 0.064
O 1.629 -2.549 -1.656 -0.059
H 0.615 3.892 -1.858 0.071
H 1.877 3.125 -1.512 0.063
O 0.973 2.990 -1.828 -0.045
```


[3]
DFT (ωB97M-V with the def2-TZVPD basis set) results for a single C19H20BrNO3 molecule.

E_HOMO = -8.5 eV
Strongest force on any atom = 0.012 Eh/bohr
HOMO-LUMO gap = 9.13 eV
SMILES = O=C(NC[C@H]1CCCO1)c1ccc(COc2ccc(Br)cc2)cc1
Total charge = 0
ΔE to the lowest compared entry with this formula, charge and spin = 0.00 kcal/mol
LUMO energy = 0.614 eV
Total energy = -97703.0329 eV

XYZ file:
```
44
Properties=species:S:1:pos:R:3:lowdin_charge:R:1
O 2.993 1.836 -1.334 0.063
C 2.219 1.288 -0.571 -0.449
N 2.563 0.204 0.163 0.076
C 3.832 -0.461 0.005 -0.122
C 3.622 -1.908 -0.461 -0.312
C 4.951 -2.672 -0.616 -0.125
C 4.706 -3.973 0.152 -0.152
C 3.671 -3.526 1.182 -0.203
O 2.838 -2.616 0.494 -0.110
C 0.827 1.788 -0.363 -0.129
C 0.257 2.542 -1.385 -0.004
C -1.020 3.049 -1.258 -0.028
C -1.748 2.828 -0.095 -0.217
C -3.135 3.402 0.060 -0.144
O -3.982 2.649 0.903 -0.045
C -4.387 1.418 0.498 -0.270
C -4.003 0.796 -0.686 -0.005
C -4.490 -0.462 -0.998 -0.120
C -5.356 -1.098 -0.131 -0.692
Br -6.023 -2.829 -0.568 0.709
C -5.747 -0.496 1.055 -0.125
C -5.262 0.756 1.364 0.000
C -1.173 2.095 0.935 -0.013
C 0.100 1.574 0.804 -0.012
H 1.862 -0.326 0.656 0.129
H 4.364 -0.462 0.964 0.133
H 4.409 0.102 -0.732 0.130
H 3.045 -1.897 -1.394 0.155
H 5.200 -2.842 -1.660 0.114
H 5.759 -2.103 -0.154 0.114
H 5.607 -4.373 0.610 0.111
H 4.272 -4.727 -0.505 0.114
H 3.041 -4.334 1.555 0.122
H 4.162 -3.031 2.033 0.122
H 0.838 2.719 -2.277 0.119
H -1.456 3.626 -2.062 0.117
H -3.602 3.546 -0.924 0.134
H -3.070 4.380 0.551 0.142
H -3.319 1.271 -1.370 0.109
H -4.190 -0.941 -1.917 0.103
H -6.423 -1.002 1.726 0.102
H -5.551 1.249 2.279 0.120
H -1.733 1.934 1.845 0.123
H 0.531 1.028 1.630 0.112
```


[4]
DFT (ωB97M-V with the def2-TZVPD basis set) results for a molecular structure, C39H88NO22PtS9.

E_HOMO (alpha / beta) = -9.5 / -9.0 eV
Strongest force on any atom = 0.135 Eh/bohr
HOMO-LUMO gap (alpha / beta) = 7.66 / 6.38 eV
Total charge = +1
Multiplicity = 3
LUMO energy (alpha / beta) = -1.840 / -2.659 eV
⟨S²⟩ = 2.015
Total energy = -189143.8210 eV

XYZ file:
```
160
Properties=species:S:1:pos:R:3:mulliken_spin:R:1
Pt -0.085 1.362 -4.457 0.827
C -1.128 3.084 -0.731 0.032
C -0.242 2.044 -0.012 -0.049
C -0.647 2.015 1.480 0.050
C -0.175 0.755 2.207 -0.020
C -0.708 -0.436 1.568 0.053
C -0.236 -0.550 0.095 -0.055
N -0.521 0.701 -0.701 0.430
O -0.305 0.745 -2.226 0.613
C -1.081 -1.890 -0.397 -0.016
C 1.267 -0.879 0.025 0.016
C 1.253 2.526 -0.071 0.002
H -2.200 2.902 -0.653 -0.010
H -0.936 3.391 -1.759 0.002
H -1.193 3.999 -0.143 0.002
H -1.736 2.049 1.515 -0.014
H -0.094 2.788 2.013 0.001
H -0.591 0.882 3.207 -0.002
H 0.898 0.792 2.393 -0.002
H -1.794 -0.523 1.593 -0.007
H -0.268 -1.232 2.169 0.010
H -0.839 -1.908 -1.460 -0.010
H -2.170 -1.913 -0.431 -0.012
H -0.603 -2.830 -0.118 -0.001
H 1.362 -1.638 0.801 0.007
H 1.983 -0.095 0.272 -0.002
H 1.604 -1.129 -0.981 -0.008
H 1.354 3.559 0.261 -0.002
H 1.579 2.450 -1.108 0.002
H 1.941 1.842 0.426 0.001
C -2.479 -5.133 -1.246 0.000
C -3.684 -5.994 -0.942 0.000
O -3.408 -7.164 -1.646 0.000
C -2.348 -7.057 -2.454 0.000
O -1.982 -7.851 -3.335 0.000
O -1.703 -5.919 -2.176 0.000
H -1.967 -4.786 -0.349 0.000
H -2.837 -4.399 -1.968 0.000
H -4.596 -5.453 -1.196 0.000
H -3.863 -6.565 -0.031 0.000
C -2.398 -3.789 3.875 0.000
C -3.518 -3.978 2.862 0.000
O -4.735 -3.837 3.488 0.000
C -4.502 -4.002 4.766 0.000
O -5.325 -3.960 5.702 0.000
O -3.089 -4.081 5.033 0.000
H -2.059 -2.753 3.906 0.000
H -1.601 -4.511 3.696 0.000
H -3.403 -4.997 2.492 0.000
H -3.536 -3.389 1.945 0.000
C 0.171 3.400 5.091 0.000
C 0.032 3.341 6.561 0.000
O -1.350 2.816 6.645 0.000
C -1.923 2.656 5.380 0.000
O -3.030 2.159 5.165 0.000
O -0.959 2.849 4.518 0.000
H 1.076 2.851 4.829 0.000
H 0.328 4.460 4.889 0.000
H 0.109 4.302 7.069 0.000
H 0.552 2.538 7.083 0.000
C 3.183 -3.902 3.728 0.000
C 2.374 -4.029 2.466 0.000
O 1.067 -3.699 2.925 0.000
C 1.293 -2.822 3.978 0.000
O 0.422 -2.255 4.571 0.000
O 2.576 -2.894 4.365 0.000
H 4.234 -3.765 3.473 0.000
H 3.260 -4.795 4.348 0.000
H 2.226 -5.024 2.046 0.000
H 2.485 -3.392 1.589 0.001
C 2.613 -4.126 -1.284 0.000
S 1.244 -5.188 -2.023 0.000
O 1.890 -5.498 -3.396 0.000
C 1.306 -6.642 -0.892 0.000
H 2.714 -3.157 -1.772 -0.001
H 3.559 -4.661 -1.368 0.000
H 2.540 -4.033 -0.201 0.000
H 0.516 -7.274 -1.296 0.000
H 1.148 -6.268 0.120 0.000
H 2.270 -7.151 -0.910 0.000
C 3.103 3.976 3.527 0.000
S 4.804 4.547 3.705 0.000
O 5.694 3.390 3.108 0.000
C 4.700 5.948 2.460 0.000
H 3.196 3.003 4.010 0.000
H 2.658 4.001 2.533 0.000
H 2.448 4.577 4.159 0.000
H 5.697 6.387 2.486 0.000
H 3.936 6.698 2.664 0.000
H 4.350 5.668 1.466 0.000
C 1.136 -2.878 -5.958 0.000
S 0.371 -2.541 -4.286 0.024
O 0.153 -1.008 -4.386 0.025
C -1.178 -3.571 -4.352 0.001
H 0.407 -2.778 -6.762 0.000
H 1.619 -3.854 -5.929 0.000
H 1.830 -2.055 -6.135 0.000
H -0.845 -4.573 -4.081 0.001
H -1.566 -3.705 -5.362 -0.001
H -1.909 -3.241 -3.614 0.000
C -4.534 -0.675 -5.173 0.001
S -3.540 0.479 -4.121 0.005
O -2.104 0.321 -4.494 -0.009
C -3.726 -0.352 -2.456 -0.023
H -4.034 -1.627 -4.994 0.000
H -4.515 -0.654 -6.263 0.000
H -5.605 -0.689 -4.974 0.000
H -3.076 -1.144 -2.084 0.006
H -4.708 -0.754 -2.208 0.000
H -3.678 0.453 -1.723 0.006
C 4.975 0.037 2.523 0.000
S 6.509 -0.772 3.194 0.000
O 7.635 -0.857 2.097 0.000
C 7.155 0.710 4.097 0.000
H 5.200 0.823 1.802 0.000
H 4.580 0.825 3.164 0.000
H 4.193 -0.640 2.180 0.000
H 8.052 0.525 4.688 0.000
H 6.333 0.955 4.770 0.000
H 7.159 1.571 3.429 0.000
C -5.565 -0.340 2.322 0.000
S -4.800 0.293 0.703 0.005
O -6.028 0.198 -0.176 0.000
C -4.885 1.980 1.394 0.000
H -5.241 0.155 3.238 0.000
H -5.584 -1.427 2.404 0.000
H -6.639 -0.154 2.321 0.000
H -4.681 2.747 0.647 0.000
H -4.261 2.065 2.284 0.000
H -5.943 2.122 1.612 0.000
C 3.826 0.053 -3.046 -0.005
S 3.189 0.038 -4.710 0.028
O 1.980 0.976 -4.478 0.067
C 4.501 1.143 -5.481 0.002
H 3.108 -0.287 -2.299 0.002
H 3.923 1.096 -2.744 0.001
H 4.730 -0.556 -3.021 0.001
H 4.664 1.976 -4.797 0.000
H 4.183 1.503 -6.460 0.000
H 5.470 0.645 -5.451 0.001
C -3.974 5.248 -0.521 0.000
S -3.291 6.374 -1.837 0.000
O -1.944 5.844 -2.246 -0.001
C -4.275 5.805 -3.263 0.000
H -5.060 5.234 -0.614 0.000
H -3.742 5.554 0.499 0.000
H -3.610 4.235 -0.689 0.000
H -5.274 6.083 -2.926 0.000
H -4.095 4.747 -3.454 0.000
H -3.968 6.380 -4.136 0.000
C 2.841 5.065 -4.351 0.002
S 1.094 4.804 -3.839 0.009
O 0.980 3.290 -3.870 0.011
C 1.337 5.282 -2.070 0.001
H 3.589 4.710 -3.642 0.000
H 3.070 6.114 -4.538 0.000
H 2.929 4.424 -5.228 0.000
H 2.075 4.535 -1.777 -0.001
H 0.364 5.170 -1.593 0.000
H 1.546 6.310 -1.772 0.000
```


[5]
DFT (ωB97M-V with the def2-TZVPD basis set) results for a single C4H6N2O molecule.

E_HOMO = -10.7 eV
Strongest force on any atom = 0.040 Eh/bohr
HOMO-LUMO gap = 11.17 eV
SMILES = [H]/N=C(\C#N)OCC
Total charge = 0
ΔE to the lowest compared entry with this formula, charge and spin = 65.17 kcal/mol
LUMO energy = 0.488 eV
Total energy = -9270.6760 eV

XYZ file:
```
13
Properties=species:S:1:pos:R:3:lowdin_charge:R:1
H 3.073 -0.026 0.101 0.072
N 2.531 -0.797 -0.290 0.191
C 1.312 -0.473 -0.222 -0.445
C 1.058 0.829 0.412 -0.199
N 1.194 1.837 0.968 0.178
O 0.333 -1.244 -0.686 -0.004
C -1.009 -0.868 -0.319 -0.180
C -1.232 0.646 -0.315 -0.084
H -1.640 -1.359 -1.070 0.126
H -1.234 -1.333 0.647 0.126
H -1.192 1.030 -1.339 0.101
H -2.168 0.880 0.170 0.088
H -0.580 1.284 0.315 0.029
```


[6]
DFT (ωB97M-V with the def2-TZVPD basis set) results for 13 unconnected molecules or ions with the total composition C5H35N2O13.

E_HOMO = -12.7 eV
Strongest force on any atom = 0.084 Eh/bohr
HOMO-LUMO gap = 10.53 eV
Total charge = +1
ΔE to the lowest compared entry with this formula, charge and spin = 38.95 kcal/mol
LUMO energy = -2.172 eV
Total energy = -35347.5869 eV

XYZ file:
```
55
Properties=species:S:1:pos:R:3:lowdin_charge:R:1
O 0.313 1.746 2.212 -0.010
C -0.906 1.695 2.334 -0.236
C -1.848 1.845 1.209 -0.145
C -1.149 2.172 -0.122 -0.161
C -0.362 0.988 -0.671 -0.167
N 0.059 -0.079 -3.367 0.169
C -1.046 -0.374 -2.640 -0.096
N -1.253 0.087 -1.402 0.059
H -1.308 1.463 3.360 0.145
H -2.465 0.908 1.121 0.118
H -2.533 2.691 1.468 0.142
H -1.889 2.514 -0.858 0.121
H -0.430 3.027 0.019 0.130
H 0.114 0.438 0.150 0.095
H 0.471 1.380 -1.310 0.102
H 0.746 0.532 -3.032 0.010
H 0.136 -0.396 -4.343 0.142
H -1.871 -1.016 -3.075 0.169
H -2.180 -0.198 -0.902 0.112
H 4.490 2.036 -1.049 0.119
H 3.223 1.798 -0.015 0.033
O 3.515 1.807 -0.991 -0.110
H 1.976 -0.901 0.097 -0.003
H 1.169 -1.022 1.421 0.015
O 2.060 -1.089 1.024 -0.061
H -2.960 -2.232 2.053 0.011
H -4.490 -2.269 2.187 0.059
O -3.775 -1.690 1.959 -0.046
H 2.349 2.118 -2.251 -0.023
H 1.180 2.944 -2.842 0.008
O 1.702 2.119 -2.949 -0.088
H 2.917 -4.036 1.544 0.076
H 2.304 -2.830 0.917 -0.044
O 2.321 -3.740 0.866 0.008
H 0.898 5.108 -2.228 0.089
H -0.248 4.698 -3.149 0.065
O 0.319 4.360 -2.460 -0.028
H -1.109 -3.717 1.762 -0.003
H -1.609 -3.659 3.227 0.117
O -1.565 -3.157 2.390 -0.049
H 2.727 0.314 -1.399 -0.015
H 2.831 -1.059 -1.997 0.078
O 2.225 -0.461 -1.584 -0.019
H -4.498 -0.021 -0.512 0.102
H -3.682 -1.098 0.368 0.001
O -3.734 -0.654 -0.506 -0.082
H 2.685 0.449 1.480 0.027
H 2.031 1.860 1.839 0.062
O 2.897 1.423 1.524 -0.096
H -0.411 -4.635 -0.187 0.048
H 0.801 -4.356 0.811 0.059
O -0.202 -4.658 0.742 -0.086
H -0.767 -1.706 2.311 0.042
H 0.115 -0.657 3.185 0.133
O -0.287 -0.811 2.260 -0.100
```